No. 1
Computed, not measured: a structure of composition C22H17AuF2N2O2S in a non-equilibrium geometry, with ωB97M-V/def2-TZVPD.

Positions of all 47 atoms, in Å:
Au  -0.482607  0.128659  0.223001
O  -2.499078  -3.038199  -2.249544
S  -2.164862  -2.318632  -1.047635
O  -2.198657  -3.032831  0.205553
N  -0.737592  -1.537144  -1.215774
C  0.418394  -2.288838  -1.478771
C  0.454929  -3.634043  -1.793727
C  1.650464  -4.273844  -2.175341
C  2.833980  -3.601948  -2.231877
C  2.866773  -2.250297  -1.833686
C  4.058022  -1.495101  -1.799411
C  4.042176  -0.206424  -1.349913
C  2.826522  0.328820  -0.893962
N  1.693967  -0.332192  -0.943301
C  1.675703  -1.600436  -1.430558
C  -3.263913  -0.939017  -0.944742
C  -4.021240  -0.757292  0.201009
C  -4.966070  0.261762  0.225660
C  -5.143792  1.070956  -0.886807
C  -4.375469  0.878720  -2.031058
C  -3.429257  -0.131961  -2.067021
H  -0.465735  -4.198616  -1.786805
H  1.613625  -5.323542  -2.440171
H  3.741876  -4.086405  -2.570270
H  4.984626  -1.958767  -2.117540
H  4.942224  0.392621  -1.316064
H  2.782101  1.326655  -0.468833
H  -3.865607  -1.415124  1.046742
H  -5.566605  0.416431  1.113048
H  -5.886240  1.859313  -0.865106
H  -4.518152  1.517744  -2.893965
H  -2.831994  -0.319759  -2.951710
C  0.004688  0.124657  4.971968
C  0.358518  1.280089  4.284513
C  0.239305  1.327905  2.900504
C  -0.229061  0.211119  2.227090
C  -0.580512  -0.948355  2.892313
C  -0.452927  -0.987101  4.277936
H  0.080560  0.093490  6.051503
H  0.718877  2.148873  4.821027
H  0.510565  2.228777  2.364959
H  -0.944766  -1.819512  2.351715
H  -0.723887  -1.891763  4.806811
F  -0.278137  2.954180  -0.081285
C  -1.153699  1.997710  -0.426786
F  -2.337906  2.321819  0.075783
H  -1.210530  1.928444  -1.517970

Forces on the atoms, in the same order (eV/Å):
-0.21 -1.16 -1.15
-0.03 -0.07 0.05
0.48 0.11 -0.21
-0.16 -0.03 0.06
0.32 -0.02 0.54
-0.16 -0.11 -0.27
-0.19 0.14 -0.05
-0.07 -0.05 0.05
0.06 -0.11 -0.07
-0.05 0.15 0.03
0.02 0.01 0.00
0.10 0.06 0.05
-0.17 -0.07 -0.03
0.24 -0.02 -0.18
0.11 0.06 0.06
-0.16 0.01 -0.02
0.02 0.05 -0.06
0.00 -0.02 -0.02
-0.01 0.01 0.03
0.05 0.03 0.02
-0.05 -0.04 0.06
0.05 -0.06 -0.07
-0.03 0.03 -0.01
0.00 0.02 0.07
-0.02 0.00 -0.03
-0.01 -0.02 0.02
0.03 0.00 -0.03
-0.02 0.03 -0.02
0.01 0.00 -0.02
0.02 -0.02 0.00
-0.01 -0.03 0.01
-0.05 0.00 0.02
-0.01 0.00 -0.03
0.06 -0.10 -0.05
0.02 -0.05 0.25
-0.47 1.77 -0.34
-0.05 -0.27 -0.22
0.14 0.03 0.01
0.00 -0.01 -0.02
0.01 -0.03 0.02
-0.10 -0.01 -0.03
-0.08 0.06 0.03
0.00 0.01 0.01
0.15 0.30 -0.10
0.49 -0.35 1.62
-0.33 0.13 0.03
0.09 -0.40 -0.02

Total charge   0
Electronic energy   -50124.818 eV
Multiplicity   1
F_max   0.0363 hartree/bohr
Gap between HOMO and LUMO   6.08 eV


No. 2
Computed, not measured: a structure of composition C2F6NO2PbS2 in a non-equilibrium geometry, with ωB97M-V/def2-TZVPD.

Positions of all 14 atoms, in Å:
Pb  -0.158447  -2.503156  -0.022986
N  -0.103315  0.822403  0.725010
S  -0.849260  0.491797  -0.691066
O  -0.733165  -0.966168  -1.192893
C  -2.587873  0.429186  0.028774
F  -2.760435  1.412988  0.880428
F  -2.756883  -0.739088  0.644344
F  -3.443736  0.529322  -0.967221
S  1.245132  0.089654  1.189843
O  1.140157  -1.452948  1.059829
C  2.521771  0.409513  -0.183256
F  2.639749  -0.636470  -0.986217
F  2.159779  1.468682  -0.881821
F  3.686524  0.644281  0.397226

Forces on the atoms, in the same order (eV/Å):
-1.42 -5.24 -0.12
0.48 -1.53 -0.15
-0.19 1.84 -0.52
-0.54 2.15 -1.01
-0.14 0.36 0.04
0.08 -0.07 -0.08
0.12 -0.31 0.17
0.08 -0.10 -0.10
-0.24 1.31 0.40
1.93 1.75 1.52
0.41 0.16 0.02
-0.19 -0.26 -0.21
-0.21 0.05 -0.07
-0.18 -0.10 0.12

Total charge   +1
Electronic energy   -50873.096 eV
Multiplicity   1
F_max   0.1056 hartree/bohr
Gap between HOMO and LUMO   8.85 eV


No. 3
Computed, not measured: a structure of composition C26H43F3IrO2P2 in a non-equilibrium geometry, with ωB97M-V/def2-TZVPD.

Positions of all 77 atoms, in Å:
Ir  0.034144  0.761236  -0.667097
C  -2.202446  0.447559  1.995901
C  -2.182363  0.406095  0.498255
C  -3.098137  -1.568992  1.428430
C  -2.626169  -0.756852  2.504127
C  -2.991039  -0.864168  0.255897
C  -1.918506  1.573325  2.881023
H  -1.718691  2.528585  2.377873
H  -1.121526  1.379184  3.623042
H  -2.808567  1.753517  3.512077
C  -2.682030  -1.165509  3.914288
H  -2.058745  -0.535115  4.541652
H  -2.300099  -2.186974  3.989892
H  -3.706372  -1.177447  4.313496
C  -3.634597  -2.924637  1.613843
H  -4.478695  -2.967108  2.304066
H  -2.835237  -3.525211  2.050597
H  -3.908150  -3.376699  0.666085
C  -3.717427  -1.212599  -0.972499
H  -4.817793  -1.089426  -0.853662
H  -3.625934  -2.280614  -1.237019
H  -3.437793  -0.584734  -1.831316
C  -3.098007  1.533905  0.011643
H  -4.123907  1.307396  0.313050
H  -3.122147  1.670683  -1.078322
H  -2.909900  2.510177  0.475255
C  3.413422  1.668848  -0.522521
C  2.602576  2.800497  -0.280186
C  2.378552  3.823664  -1.346425
C  1.904172  3.299134  -2.724786
C  1.249238  1.956953  -2.630200
C  1.977868  0.792670  -2.712442
C  3.475091  0.800558  -2.914037
C  4.219372  1.565972  -1.852746
H  3.294929  4.417006  -1.481036
H  2.758945  3.367245  -3.439468
H  1.663196  4.594965  -1.035270
H  4.490818  2.564010  -2.245609
H  4.097348  1.344278  0.306046
H  2.482956  3.180031  0.755877
H  5.212410  1.126532  -1.639696
H  3.835411  -0.248567  -2.933718
H  1.484455  -0.123577  -2.994550
H  3.783077  1.172498  -3.916029
H  1.205884  4.025236  -3.197560
H  0.180087  1.925009  -2.863669
P  1.980800  0.764416  0.259688
P  -0.159899  -1.438856  -1.509192
C  2.632256  -0.933252  -0.280268
C  1.678714  -1.796595  -1.197891
H  2.756715  -1.482473  0.699984
H  3.641365  -0.918435  -0.754895
H  2.082796  -1.888662  -2.221804
H  1.628715  -2.802019  -0.734194
C  -0.795883  -3.127450  -1.502707
H  -1.883264  -3.146002  -1.420727
H  -0.336869  -3.678515  -0.677442
H  -0.491433  -3.550308  -2.475915
C  -0.726053  -0.881571  -3.231107
H  -0.069366  -1.382202  -3.972163
H  -0.677917  0.221282  -3.283383
H  -1.768943  -1.252510  -3.301801
C  1.996551  1.011552  2.182611
H  0.965849  1.244885  2.532244
H  2.696456  1.723901  2.661536
H  2.214982  0.011324  2.599956
C  0.048721  2.643736  0.168697
H  -1.000866  2.468796  0.044515
H  0.367361  3.420785  -0.542933
H  0.339633  2.789321  1.270308
F  -0.751668  -4.376162  2.769881
C  0.430623  -3.671997  2.654301
F  1.088638  -3.761712  3.837987
F  1.174495  -4.306290  1.686789
C  0.170267  -2.176382  2.347977
O  0.320570  -1.384582  3.293166
O  -0.173020  -2.052560  1.134230

Forces on the atoms, in the same order (eV/Å):
-2.53 -0.62 0.93
1.21 -0.04 -1.30
-1.55 0.27 0.22
0.27 0.42 1.72
-0.89 -1.66 -0.84
1.53 1.01 -0.13
-0.05 1.33 0.69
0.09 -0.41 0.02
-0.15 -0.18 -0.47
0.20 -0.08 -0.18
0.01 -0.31 0.51
-0.03 -0.02 0.07
-0.03 0.04 0.14
0.14 0.07 -0.15
0.09 -0.42 0.02
-0.04 0.07 -0.06
-0.04 -0.18 0.04
-0.17 -0.12 -0.02
-0.66 -0.11 -0.96
0.57 0.12 0.16
0.10 0.45 0.07
0.01 -0.28 0.26
-0.42 0.81 -0.38
-0.17 0.00 -0.05
0.13 0.01 0.19
0.25 -0.19 -0.23
1.76 -0.96 1.44
0.60 4.13 0.88
-0.14 1.12 -0.15
0.18 1.14 -0.29
1.10 -1.46 -1.68
-0.41 2.00 -1.94
0.34 -1.35 -0.57
0.22 0.09 0.75
0.09 -0.20 -0.09
-0.50 -0.83 0.46
0.16 -0.27 0.28
-0.48 -0.22 0.62
-0.07 0.92 -0.30
0.28 -0.27 -0.80
-0.62 -0.09 -0.07
-0.31 0.41 0.12
-0.06 0.11 0.30
-0.63 -0.03 0.39
0.15 -0.44 0.62
0.11 0.01 0.24
1.73 -2.19 -0.07
0.75 0.30 0.64
-0.62 -1.54 1.27
0.20 -0.86 -0.49
-0.11 0.19 -1.06
-0.78 0.40 0.46
0.33 -0.24 0.51
0.10 0.47 -0.47
-0.11 -0.21 0.00
0.23 -0.12 -0.03
-0.25 0.14 -0.15
-0.17 0.01 0.34
0.87 -0.83 0.44
-0.63 0.45 -0.02
-0.16 -0.78 -0.36
0.63 0.28 -0.12
0.02 -0.78 -0.45
0.71 -0.22 -0.61
-0.15 -0.21 -0.87
-0.13 0.38 -0.23
-0.68 0.37 1.42
-1.01 1.50 0.77
-0.22 -0.51 0.71
-0.48 0.07 -1.98
1.06 0.53 -0.12
0.38 -0.62 1.02
-0.42 -0.69 -1.01
-0.67 0.56 0.95
-0.02 -0.20 -0.49
-0.37 -0.26 -1.33
0.30 0.82 0.80

Expectation value of S²   6.025
Total charge   +1
Electronic energy   -61308.501 eV
Multiplicity   5
F_max   0.0830 hartree/bohr
Gap between HOMO and LUMO (alpha / beta)   6.52 / 6.13 eV